Below is a 2-piece molecular cluster, C11H14N2O overall in a non-equilibrium geometry, with properties calculated with the ωB97M-V functional and the def2-TZVPD basis.

Output
* max |F|: 3.618 eV/A
* gap between HOMO and LUMO: 8.72 eV
* molecular weight: 190.25 u
* electronic energy: -16660.0115 eV

Geometry as ORCA input:
```
! RIJCOSX wB97M-V def2-TZVPD def2/J DEFGRID3
* xyz 0 1
C -0.125 -0.707 -0.256
H 3.197 -0.549 -0.881
C -1.379 2.241 -0.408
H -3.003 1.684 2.318
H -2.227 2.960 -2.334
H 0.163 -4.653 0.340
N -2.307 1.509 0.259
H -0.694 3.381 -2.143
C -0.125 -1.935 0.402
H -1.002 -0.067 -0.226
C 2.266 -1.013 -0.575
H 3.112 -2.866 0.255
C 1.039 -4.221 0.796
H -1.008 -2.427 0.834
C -1.335 2.555 -1.869
H 1.044 -4.460 1.880
H -0.894 1.676 -2.320
C -2.389 1.959 1.477
C 1.078 -0.267 -0.803
C 0.991 -2.741 0.422
C -0.683 3.004 0.529
O 1.322 0.726 -1.707
N -1.278 2.698 1.769
H 0.844 1.526 -1.423
H 1.980 -4.804 0.652
H -0.971 3.310 2.509
C 2.264 -2.217 0.074
H 0.120 3.696 0.430
*
```

These are the Löwdin partial charges, in e, on atoms 1 to 8:
1. C -0.006
2. H 0.113
3. C -0.389
4. H 0.118
5. H 0.083
6. H 0.065
7. N 0.069
8. H 0.078